--- P ---
{
  "formula": "C5H6O3",
  "method": "ωB97M-V/def2-TZVPD",
  "gap_ev": 10.07,
  "e_homo_ha": -0.341,
  "charge": 0,
  "smiles": "O=C1C[C@H]2CO[C@@H]1O2",
  "species": ["C", "C", "C", "C", "C", "H", "H", "H", "H", "H", "H", "O", "O", "O"],
  "coordinates": [[1.423, -0.161, 0.146], [0.714, 1.108, -0.176], [-0.701, 0.673, 0.225], [-1.198, -0.459, -0.728], [0.324, -1.057, 0.816], [0.770, 1.500, -1.189], [0.927, 1.999, 0.383], [-1.412, 1.464, 0.476], [-2.240, -0.759, -0.645], [-0.910, -0.261, -1.818], [0.630, -1.817, 1.543], [2.502, -0.592, -0.135], [-0.352, -1.570, -0.303], [-0.478, -0.069, 1.406]]
}

***

--- Q ---
{
  "formula": "C5H6O3",
  "method": "ωB97M-V/def2-TZVPD",
  "gap_ev": 11.46,
  "e_homo_ha": -0.394,
  "charge": 0,
  "smiles": "C[C@]12OC(=O)C[C@H]1O2",
  "species": ["C", "C", "C", "C", "C", "O", "O", "O", "H", "H", "H", "H", "H", "H"],
  "coordinates": [[-0.652, 0.441, -2.262], [-0.502, 1.567, -1.273], [-0.124, 0.904, 0.064], [-0.042, -0.510, -0.331], [0.893, -1.670, 0.184], [-0.973, 0.447, -3.386], [-0.412, -0.729, -1.652], [-1.158, -0.015, 0.469], [0.372, 2.303, -1.470], [-1.381, 2.164, -1.356], [0.587, 1.314, 0.761], [1.982, -1.503, -0.066], [0.522, -2.584, -0.311], [0.732, -1.729, 1.347]]
}

***

The most stable arrangement is Q, and the next structure is 0.127 eV less stable.

***

--- P ---
{
  "formula": "C5H6O3",
  "method": "ωB97M-V/def2-TZVPD",
  "gap_ev": 9.15,
  "e_homo_ha": -0.352,
  "charge": 0,
  "smiles": "CO/C=C/C(=O)C=O",
  "species": ["C", "C", "C", "C", "C", "H", "H", "H", "H", "H", "H", "O", "O", "O"],
  "coordinates": [[-2.661, 0.242, 0.014], [-0.381, -0.223, 0.001], [0.679, -1.071, -0.033], [2.060, -0.638, -0.026], [2.461, 0.862, -0.004], [-3.571, -0.390, 0.031], [-2.714, 0.907, 0.905], [-2.662, 0.897, -0.887], [-0.356, 0.888, -0.109], [0.504, -2.140, 0.076], [3.569, 0.932, 0.034], [-1.632, -0.715, -0.018], [2.999, -1.379, 0.016], [1.703, 1.828, 0.000]]
}

***

--- Q ---
{
  "formula": "C5H6O3",
  "method": "ωB97M-V/def2-TZVPD",
  "gap_ev": 9.90,
  "e_homo_ha": -0.356,
  "charge": 0,
  "species": ["C", "C", "C", "C", "C", "H", "H", "H", "H", "H", "H", "O", "O", "O"],
  "coordinates": [[-0.234, 1.093, -0.281], [-0.361, 0.032, 0.924], [0.977, -0.893, 0.586], [-0.429, -0.318, -1.086], [-1.454, -0.394, -0.021], [1.590, 0.643, -0.818], [-0.850, 1.885, -0.596], [-0.416, 0.313, 1.869], [1.967, -0.481, 1.206], [0.597, -1.680, 1.425], [-0.536, -0.379, -2.071], [1.101, 1.365, -0.195], [0.778, -1.163, -0.882], [-2.730, -0.023, -0.059]]
}

***

--- R ---
{
  "formula": "C5H6O3",
  "method": "ωB97M-V/def2-TZVPD",
  "gap_ev": 9.85,
  "e_homo_ha": -0.351,
  "charge": 0,
  "species": ["C", "C", "C", "C", "C", "H", "H", "H", "H", "H", "H", "O", "O", "O"],
  "coordinates": [[-2.159, 0.025, 0.057], [0.061, -0.474, -0.083], [1.182, -1.289, -0.026], [2.263, -0.316, 0.033], [0.456, 0.948, -0.127], [-2.099, 0.885, -0.743], [-3.444, -0.359, 0.232], [-2.222, 0.657, 0.765], [1.298, -2.606, 0.105], [0.191, 1.416, -0.759], [0.257, 1.689, 0.756], [-1.171, -1.051, -0.148], [3.532, -0.520, -0.020], [1.857, 0.995, -0.042]]
}

***

The most stable arrangement is P, and the next structure is 4.466 eV less stable.

***

--- P ---
{
  "formula": "C18H25N3O4",
  "method": "ωB97M-V/def2-TZVPD",
  "gap_ev": 7.60,
  "e_homo_ha": -0.309,
  "charge": 0,
  "smiles": "COc1ccc(C=C2C(=O)N(C)C(=O)N(C)C2=O)cc1.CCNCC",
  "species": ["C", "O", "C", "C", "C", "C", "C", "C", "C", "O", "N", "C", "C", "O", "N", "C", "C", "O", "C", "C", "H", "H", "H", "H", "H", "H", "H", "H", "H", "H", "H", "H", "H", "H", "C", "C", "N", "C", "C", "H", "H", "H", "H", "H", "H", "H", "H", "H", "H", "H"],
  "coordinates": [[-5.593, 1.749, 1.027], [-5.192, 0.624, 1.839], [-3.927, 0.163, 1.660], [-3.504, -0.916, 2.483], [-2.215, -1.391, 2.372], [-1.288, -0.791, 1.481], [0.104, -1.213, 1.439], [1.173, -0.373, 1.551], [2.524, -0.948, 1.429], [2.744, -2.150, 1.254], [3.606, -0.061, 1.519], [4.927, -0.630, 1.393], [3.497, 1.330, 1.653], [4.469, 2.080, 1.664], [2.200, 1.838, 1.784], [2.098, 3.268, 1.977], [1.034, 1.064, 1.883], [-0.013, 1.626, 2.216], [-1.744, 0.249, 0.640], [-3.033, 0.733, 0.719], [-6.630, 1.933, 1.296], [-4.974, 2.626, 1.254], [-5.511, 1.510, -0.040], [-4.215, -1.334, 3.197], [-1.860, -2.207, 3.010], [0.322, -2.283, 1.381], [5.633, 0.187, 1.478], [5.081, -1.366, 2.186], [5.027, -1.132, 0.427], [1.041, 3.514, 2.027], [2.592, 3.556, 2.908], [2.582, 3.776, 1.144], [-1.054, 0.704, -0.075], [-3.321, 1.579, 0.088], [1.956, 0.282, -4.416], [1.325, -0.361, -3.191], [0.146, -1.134, -3.517], [-0.517, -1.790, -2.412], [-1.740, -2.577, -2.859], [2.845, 0.841, -4.120], [2.254, -0.479, -5.142], [1.259, 0.974, -4.898], [2.039, -1.054, -2.720], [1.086, 0.423, -2.444], [-0.510, -0.586, -4.065], [0.222, -2.465, -1.956], [-0.809, -1.061, -1.628], [-2.200, -3.060, -1.996], [-2.480, -1.918, -3.323], [-1.458, -3.351, -3.578]]
}

***

--- Q ---
{
  "formula": "C18H25N3O4",
  "method": "ωB97M-V/def2-TZVPD",
  "gap_ev": 8.47,
  "e_homo_ha": -0.298,
  "charge": 0,
  "species": ["C", "H", "O", "C", "C", "C", "C", "C", "C", "N", "C", "O", "N", "C", "C", "H", "H", "C", "H", "C", "H", "C", "O", "N", "H", "C", "H", "H", "C", "C", "H", "C", "H", "C", "H", "H", "O", "H", "H", "H", "H", "H", "H", "H", "H", "H", "H", "H", "H", "H"],
  "coordinates": [[-4.522, -1.072, 2.335], [-4.532, -0.154, 2.817], [-3.325, -0.911, 1.335], [-3.450, -0.067, 0.355], [-4.502, 0.698, 0.037], [-4.501, 1.722, -0.784], [-3.436, 1.703, -1.502], [-2.337, 0.942, -1.611], [-2.433, 0.013, -0.562], [-1.354, -1.011, -0.220], [-0.216, -0.885, -0.768], [0.164, -0.228, -1.752], [0.618, -2.291, -0.426], [0.189, -3.144, 0.534], [1.019, -4.398, -0.151], [0.521, -4.815, -0.812], [1.162, -5.348, 0.755], [2.322, -3.751, -0.245], [3.072, -3.517, 0.514], [1.951, -2.231, -0.636], [1.988, -2.127, -1.927], [2.743, -1.128, 0.113], [3.526, -1.374, 0.989], [2.737, 0.035, -0.455], [2.063, 0.294, -1.561], [3.436, 1.190, -0.024], [4.084, 0.665, 0.740], [3.904, 1.926, -0.805], [2.179, 1.982, 0.768], [1.277, 2.542, -0.286], [0.311, 2.151, -0.391], [1.066, 4.017, -0.059], [0.885, 4.745, -0.739], [2.457, 4.189, 0.635], [2.464, 5.060, 1.392], [3.245, 4.742, -0.104], [2.865, 3.134, 1.158], [0.335, 4.161, 1.108], [1.635, 2.567, -1.349], [1.649, 1.529, 1.514], [3.012, -4.290, -0.932], [0.239, -2.968, 1.796], [-0.995, -3.479, 0.399], [-1.664, -1.694, 0.605], [-1.561, 0.991, -2.208], [-3.126, 2.490, -2.479], [-5.168, 2.405, -0.929], [-5.264, 0.725, 0.868], [-4.316, -1.796, 2.830], [-5.637, -1.227, 1.773]]
}

***

The most stable arrangement is P, and the next structure is 15.055 eV less stable.